The following is a quantum chemistry calculation of a structure of composition C23H21BrN5O2PdSe at a distorted geometry, from OMol25.

Each line ends with the natural charge from an NBO analysis.
CARTESIAN COORDINATES (ANGSTROEM)
Pd -0.05 0.07 -0.04  0.81
C -2.64 -4.75 -2.08  -0.14
C -2.02 -5.14 -0.90  -0.21
C -1.27 -4.25 -0.17  -0.18
C -1.12 -2.92 -0.62  0.13
C -1.70 -2.55 -1.83  -0.17
C -2.46 -3.45 -2.55  -0.21
N -0.40 -2.00 0.14  -0.15
N 0.11 -2.46 1.19  -0.17
C 0.98 -1.66 1.87  0.28
C 1.59 -2.13 3.04  -0.19
C 2.53 -1.35 3.67  -0.14
C 2.87 -0.12 3.11  -0.23
C 2.22 0.31 1.97  0.06
N 1.27 -0.42 1.39  -0.43
H -3.24 -5.45 -2.65  0.23
H -2.12 -6.16 -0.56  0.23
H -0.78 -4.54 0.74  0.24
H -1.55 -1.56 -2.22  0.23
H -2.91 -3.14 -3.48  0.23
H 1.29 -3.10 3.40  0.25
H 3.01 -1.69 4.57  0.24
H 3.63 0.50 3.56  0.25
H 2.44 1.26 1.52  0.24
C -2.67 3.64 -0.92  -0.41
N -2.48 3.30 0.48  -0.32
C -3.44 3.40 1.46  -0.05
C -2.87 3.02 2.63  -0.05
N -1.57 2.68 2.35  -0.33
C -0.59 2.21 3.31  -0.41
C -1.34 2.83 1.03  0.26
Se 0.29 2.54 0.14  -0.08
H -3.61 4.18 -1.02  0.22
H -2.70 2.73 -1.52  0.25
H -1.85 4.26 -1.26  0.24
H -4.44 3.75 1.25  0.25
H -3.28 2.97 3.62  0.24
H -0.94 2.44 4.31  0.23
H 0.36 2.71 3.13  0.24
H -0.45 1.14 3.21  0.22
Br 1.02 2.08 -4.83  0.10
C -0.77 1.45 -4.88  -0.06
C -1.48 1.67 -6.05  -0.24
C -2.81 1.29 -6.14  -0.18
C -3.44 0.68 -5.06  -0.21
C -2.74 0.48 -3.89  -0.21
C -1.40 0.85 -3.77  -0.13
C -0.73 0.54 -2.47  0.74
O 0.46 0.24 -2.37  -0.68
O -1.50 0.55 -1.43  -0.73
H -0.99 2.14 -6.89  0.24
H -3.35 1.46 -7.06  0.23
H -4.47 0.38 -5.14  0.22
H -3.21 -0.01 -3.04  0.23

Its spin multiplicity is 1. The value obtained for the relative energy (zero: lowest compared OMol25 entry of this formula, charge and spin) is 4.4 kcal/mol. The net charge is +1.